Entry 1:
A structure of composition C28H56F2K2O23P at a distorted geometry, computed with ωB97M-V with the def2-TZVPD basis set.

E = -124410.4024 eV
HOMO-LUMO gap = 8.43 eV
total charge = +1
ΔE to the lowest compared entry with this formula, charge and spin = 89.4 kcal/mol
E_LUMO = -3.59 eV

Last column: Mulliken charge in e.
CARTESIAN COORDINATES (ANGSTROEM)
K -0.73 -4.38 1.12  1.0916
K -4.53 -1.16 0.07  0.9916
O -2.13 0.12 0.56  -0.4741
P -0.76 -0.55 0.67  0.3771
O -0.58 -1.80 1.50  -0.5741
F 0.28 0.61 1.17  -0.1458
F -0.15 -0.89 -0.82  -0.2424
C -4.52 -2.29 3.93  -1.3180
C -3.16 -3.05 3.91  0.4731
O -2.39 -2.79 4.98  -0.2975
C -1.07 -3.18 5.08  0.7485
O -0.41 -3.77 4.24  -0.5232
O -0.71 -2.90 6.35  -0.3053
C 0.60 -3.06 6.69  -0.6375
H -5.12 -2.72 4.73  0.3824
H -5.05 -2.40 2.98  0.2756
H -4.33 -1.24 4.11  0.3410
H -2.58 -2.70 3.06  -0.1942
H -3.37 -4.12 3.88  0.3155
H 1.10 -3.97 6.36  0.2983
H 0.69 -3.14 7.77  0.2859
H 1.24 -2.27 6.30  0.2613
C -1.16 3.44 -2.24  -1.2766
C -2.43 2.58 -1.72  0.7214
O -3.54 3.05 -2.47  -0.2921
C -4.82 2.62 -2.18  0.7240
O -5.17 1.82 -1.29  -0.5927
O -5.55 3.27 -3.09  -0.3044
C -6.97 3.22 -2.98  -0.6780
H -0.35 3.39 -1.51  0.3661
H -1.49 4.48 -2.25  0.4382
H -0.87 3.10 -3.24  0.2007
H -2.46 2.71 -0.64  -0.2569
H -2.13 1.54 -1.90  0.1114
H -7.42 3.63 -3.89  0.2577
H -7.35 3.74 -2.10  0.3081
H -7.37 2.20 -2.97  0.3029
C 1.15 -1.17 -9.37  -1.0878
C 2.26 -1.24 -8.39  -0.1930
O 1.70 -1.26 -7.09  -0.3139
C 1.38 -0.03 -6.42  0.5768
O 1.43 1.06 -6.94  -0.5270
O 0.91 -0.30 -5.12  -0.2201
C 0.58 0.82 -4.37  -0.7148
H 0.37 -1.92 -9.23  0.2986
H 1.57 -1.14 -10.37  0.3628
H 0.64 -0.21 -9.25  0.2852
H 2.83 -0.32 -8.50  0.2756
H 2.93 -2.10 -8.50  0.3344
H 0.32 0.61 -3.34  0.2199
H 0.02 1.64 -4.82  0.3262
H 1.52 1.34 -4.19  0.3968
C 7.46 -1.89 -2.72  -1.0881
C 7.13 -1.25 -1.42  -0.1812
O 6.01 -1.82 -0.68  -0.3855
C 4.76 -1.58 -0.99  0.7521
O 4.37 -0.88 -1.95  -0.6188
O 3.98 -2.14 -0.12  -0.3924
C 2.53 -1.87 -0.18  -0.0216
H 8.01 -2.83 -2.61  0.2991
H 8.09 -1.20 -3.27  0.3405
H 6.65 -2.06 -3.44  0.3251
H 6.89 -0.21 -1.67  0.2892
H 8.03 -1.19 -0.82  0.3141
H 2.07 -2.31 -1.07  -0.1389
H 2.29 -0.81 -0.18  0.3029
H 2.01 -2.34 0.65  0.2088
C -0.55 8.15 3.34  -1.2142
C -1.72 7.34 2.90  -0.1658
O -1.34 6.02 2.65  -0.2582
C -2.27 5.06 2.38  0.6914
O -3.51 5.16 2.43  -0.5842
O -1.58 3.94 2.28  -0.2404
C -2.30 2.76 2.52  -0.3835
H 0.01 7.76 4.19  0.2928
H -0.88 9.15 3.64  0.3755
H 0.19 8.17 2.54  0.3112
H -2.12 7.76 1.98  0.2920
H -2.49 7.41 3.66  0.2970
H -2.66 2.67 3.55  0.3952
H -1.75 1.83 2.35  -0.2550
H -3.17 2.72 1.86  0.3576
C -0.07 4.66 7.58  -0.8889
C -0.56 3.25 7.10  -0.4452
O 0.17 2.65 6.05  -0.2231
C 1.05 1.66 6.29  0.6236
O 1.42 1.35 7.40  -0.5873
O 1.47 1.08 5.15  -0.4022
C 0.95 1.47 3.88  -0.3203
H -0.63 4.77 8.51  0.3387
H -0.44 5.40 6.87  0.1676
H 1.01 4.58 7.74  0.3302
H -1.57 3.41 6.70  0.3215
H -0.71 2.59 7.96  0.3858
H 1.03 2.55 3.74  0.3234
H -0.09 1.17 3.80  0.0830
H 1.57 0.98 3.12  0.2688
C 0.99 -8.10 -4.54  -1.0127
C 2.09 -7.55 -3.58  -0.1735
O 1.47 -7.04 -2.34  -0.3373
C 0.94 -5.77 -2.20  0.5754
O 0.46 -5.31 -1.17  -0.5144
O 1.20 -5.07 -3.28  -0.2715
C 0.95 -3.65 -3.20  -0.5323
H 1.41 -8.24 -5.54  0.3337
H 0.19 -7.36 -4.59  0.2863
H 0.61 -9.08 -4.28  0.2971
H 2.52 -6.78 -4.23  0.2264
H 2.88 -8.26 -3.37  0.3722
H 0.30 -3.36 -2.38  0.2071
H 0.51 -3.34 -4.15  0.3112
H 1.88 -3.10 -3.06  0.1606

***

Entry 2:
A structure of composition C7H16Cl2LuN2O3P at a distorted geometry, computed with ωB97M-V with the def2-TZVPD basis set.

E = -84584.4119 eV
HOMO-LUMO gap = 8.70 eV
total charge = +2
ΔE to the lowest compared entry with this formula, charge and spin = 0.0 kcal/mol
E_LUMO = -8.01 eV

Last column: Mulliken charge in e.
CARTESIAN COORDINATES (ANGSTROEM)
C 0.69 -3.85 -1.14  -1.0008
C 0.65 -2.59 -0.35  0.6625
H -0.36 -4.15 -1.20  0.2947
H 1.34 -4.62 -0.65  0.3953
H 1.14 -3.64 -2.10  0.3265
O -0.33 -2.02 0.10  -0.4795
Cl 2.23 -1.99 0.03  -0.1319
Lu 0.29 1.42 1.02  1.2551
P -0.09 0.93 -1.77  0.7491
C -1.63 1.41 -2.64  -1.3038
C 1.04 2.30 -2.19  -1.3363
H 1.46 -0.74 -2.66  0.3505
H 0.51 0.11 -3.94  0.5078
H -0.23 -1.19 -2.94  0.3495
C 0.48 -0.35 -2.94  -1.2949
H 2.03 1.97 -1.86  0.4656
H 1.06 2.40 -3.29  0.3719
H -1.43 1.56 -3.71  0.4146
H -2.10 2.31 -2.22  0.4011
H 0.80 3.25 -1.71  0.4312
H -2.33 0.57 -2.51  0.4046
C -1.89 1.06 0.53  0.4462
O -3.02 0.83 0.46  -0.1604
Cl 0.68 3.61 1.88  -0.5113
N -0.19 -0.98 4.45  -0.3328
C -0.02 0.28 4.04  0.6988
N -0.16 1.29 4.91  -0.3123
O 0.17 0.43 2.77  -0.5184
H -0.34 -1.23 5.42  0.2094
H -0.14 -1.67 3.73  0.2138
H -0.02 2.23 4.59  0.2162
H -0.30 1.05 5.89  0.2180

***

Entry 3:
The molecule C3H7N3O2 at a distorted geometry, computed with ωB97M-V with the def2-TZVPD basis set.

E = -11782.8342 eV
HOMO-LUMO gap = 8.67 eV
total charge = 0
structure (SMILES) = CCN(N=O)C(N)=O
ΔE to the lowest compared entry with this formula, charge and spin = 195.5 kcal/mol
E_LUMO = -1.72 eV

Last column: Mulliken charge in e.
CARTESIAN COORDINATES (ANGSTROEM)
C -0.24 2.46 0.60  -0.7332
C 0.00 1.05 1.39  -0.5267
C 0.74 -0.05 -0.77  0.4660
H -1.35 2.57 1.00  0.2239
H 0.24 3.23 1.21  0.2794
H 0.20 2.31 -0.51  0.2674
H 1.09 0.86 1.99  0.2743
H -1.14 0.67 1.94  0.3699
H -0.33 -1.63 -1.11  0.2342
H 0.54 -1.22 -2.81  0.3283
N -0.16 0.03 0.33  0.4787
N -1.23 -0.92 0.67  -0.3040
N 0.44 -1.19 -1.56  -0.4083
O -1.15 -2.30 0.33  -0.4184
O 1.69 0.68 -0.97  -0.5313

***

Entry 4:
A structure of composition CCl4 at a distorted geometry, computed with ωB97M-V with the def2-TZVPD basis set.

E = -51125.7451 eV
HOMO-LUMO gap = 11.06 eV
total charge = 0
ΔE to the lowest compared entry with this formula, charge and spin = 13.1 kcal/mol
E_LUMO = 0.04 eV

Last column: Mulliken charge in e.
CARTESIAN COORDINATES (ANGSTROEM)
Cl -0.78 -0.86 1.16  -0.1128
Cl -1.10 1.38 -0.15  -0.0682
Cl 1.74 0.33 0.56  -0.1031
Cl 0.12 -0.94 -1.52  -0.1039
C 0.02 0.10 -0.05  0.3880

***

Entry 5:
A structure of composition C3H5NO2, computed with ωB97M-V with the def2-TZVPD basis set.

E = -8776.5585 eV
HOMO-LUMO gap = 10.63 eV
total charge = 0
ΔE to the lowest compared entry with this formula, charge and spin = 26.2 kcal/mol
E_LUMO = 0.79 eV

Last column: Mulliken charge in e.
CARTESIAN COORDINATES (ANGSTROEM)
N -1.58 -0.02 0.22  -0.6422
C -0.26 -0.22 -0.32  0.1369
C 0.70 0.97 -0.43  -0.4000
O 1.74 0.22 0.26  -0.3344
C 0.88 -0.82 0.52  0.4789
O 1.06 -1.77 1.22  -0.5491
H -1.55 0.07 1.23  0.2495
H -2.17 -0.81 0.01  0.2637
H -0.34 -0.76 -1.28  0.3097
H 1.03 1.26 -1.43  0.2277
H 0.40 1.85 0.15  0.2594

***

Entry 6:
A cluster of 14 separate species, C58H87F15O37 in total at a distorted geometry, computed with ωB97M-V with the def2-TZVPD basis set.

E = -178079.0837 eV
HOMO-LUMO gap = 10.30 eV
total charge = 0
E_LUMO = 0.08 eV

Last column: Mulliken charge in e.
CARTESIAN COORDINATES (ANGSTROEM)
C -6.18 -3.74 4.38  -0.4821
O -6.15 -2.42 3.83  -0.3745
C -4.89 -2.08 3.30  -0.3511
C -4.95 -0.67 2.79  -0.1217
O -3.66 -0.17 2.56  -0.0947
C -3.58 1.01 1.78  0.7673
C -4.50 2.14 2.23  -0.9583
O -4.14 2.41 3.57  0.0181
C -5.14 3.02 4.35  -0.8926
H -5.63 -3.71 5.32  0.3114
H -5.66 -4.45 3.73  0.0528
H -7.23 -3.93 4.56  0.2637
H -4.71 -2.81 2.49  0.0002
H -4.04 -2.22 3.97  0.4095
H -5.42 -0.05 3.57  0.0856
H -5.58 -0.64 1.89  0.1495
H -3.78 0.67 0.76  -0.5662
H -2.56 1.38 1.71  -0.2890
H -5.56 1.88 2.14  0.5128
H -4.39 3.02 1.59  0.6280
H -5.90 2.28 4.65  0.2966
H -5.70 3.84 3.89  0.3437
H -4.70 3.43 5.26  0.1831
C -0.68 -6.06 -5.18  -1.2628
C -0.75 -4.57 -4.88  0.2258
O 0.56 -4.03 -4.65  -0.2851
C 0.65 -2.98 -3.85  -0.0193
O -0.23 -2.30 -3.43  -0.4679
C 2.13 -2.64 -3.57  1.2424
F 2.51 -1.52 -4.19  -0.2456
F 2.32 -2.54 -2.26  -0.0849
F 2.95 -3.60 -4.02  -0.2894
H 0.03 -6.55 -4.51  0.2113
H -0.37 -6.32 -6.20  0.4096
H -1.62 -6.57 -4.99  0.3424
H -1.38 -4.47 -4.00  -0.1246
H -1.13 -3.96 -5.70  0.4048
C -3.03 -6.04 1.84  -1.4103
C -2.69 -6.09 0.37  0.2803
O -1.28 -6.19 0.21  -0.2551
C -0.82 -6.08 -1.02  0.3155
O -1.44 -5.83 -2.01  -0.5502
C 0.71 -6.24 -1.11  0.9307
F 1.27 -5.18 -1.67  -0.1497
F 1.26 -6.45 0.09  -0.2822
F 0.96 -7.31 -1.86  -0.2941
H -2.68 -5.17 2.40  0.2956
H -2.61 -6.91 2.35  0.4051
H -4.09 -6.00 2.10  0.3997
H -3.08 -5.18 -0.11  -0.1012
H -3.22 -6.92 -0.09  0.3820
C -1.40 5.83 -5.51  -1.2502
C -2.07 4.47 -5.50  0.2064
O -1.22 3.50 -4.93  -0.1180
C -0.25 2.95 -5.66  -0.1999
O -0.19 3.09 -6.84  -0.5561
C 0.80 2.21 -4.84  1.2288
F 0.41 2.05 -3.58  -0.1988
F 1.08 1.02 -5.35  -0.2343
F 1.92 2.94 -4.90  -0.2541
H -0.53 5.84 -6.17  0.3804
H -1.06 6.07 -4.50  0.1188
H -2.02 6.65 -5.87  0.4631
H -2.34 4.16 -6.52  0.4035
H -2.97 4.63 -4.91  -0.1095
C 1.87 0.55 0.23  0.4334
C 0.48 0.64 -0.35  0.1657
O -0.12 -0.65 -0.40  0.2273
C -1.38 -0.72 -0.76  0.2561
O -2.06 0.21 -1.08  -0.4513
C -1.88 -2.17 -0.68  0.6027
F -2.76 -2.27 0.31  -0.3563
F -2.47 -2.45 -1.84  -0.1482
F -0.92 -3.06 -0.45  0.0959
H 2.25 1.57 0.28  -0.0746
H 2.60 -0.05 -0.31  -0.1723
H 1.89 0.16 1.25  -0.2097
H 0.55 1.04 -1.36  -0.2648
H -0.09 1.34 0.26  0.0142
C -1.30 4.90 -0.02  -1.3402
C -0.38 4.17 -0.98  0.3233
O 0.26 5.01 -1.93  0.0204
C 1.18 5.87 -1.54  0.4586
O 1.59 6.01 -0.43  -0.4630
C 1.66 6.81 -2.67  0.5904
F 0.91 7.93 -2.60  -0.2905
F 2.92 7.14 -2.52  -0.2232
F 1.40 6.27 -3.88  -0.1655
H -1.96 4.23 0.52  0.1189
H -1.93 5.60 -0.59  0.3817
H -0.78 5.55 0.68  0.4299
H -0.88 3.39 -1.56  0.3091
H 0.37 3.62 -0.41  -0.2112
C 4.46 1.20 -3.09  -0.6272
C 5.00 2.30 -2.20  0.4467
C 4.85 3.73 -2.78  -0.1843
O 4.44 4.47 -1.65  -0.4094
C 4.07 3.65 -0.62  -0.0340
O 3.61 4.02 0.41  -0.5236
O 4.19 2.40 -1.04  0.4792
H 5.13 0.88 -3.88  0.5139
H 3.53 1.47 -3.60  -0.3038
H 4.16 0.30 -2.55  -0.2264
H 6.01 2.18 -1.79  0.3561
H 4.08 3.79 -3.55  0.1161
H 5.81 4.08 -3.13  0.3502
C -5.07 -1.08 -3.73  -0.8706
C -6.03 -1.55 -2.65  0.7139
C -5.60 -1.20 -1.23  0.4183
O -6.79 -0.68 -0.66  -0.3552
C -7.67 -0.36 -1.60  0.4709
O -8.62 0.32 -1.40  -0.5435
O -7.23 -0.82 -2.81  -0.3711
H -5.00 0.01 -3.82  -0.0257
H -5.38 -1.41 -4.72  0.4736
H -4.04 -1.40 -3.56  0.0292
H -6.15 -2.64 -2.66  0.2944
H -4.83 -0.42 -1.19  -0.2618
H -5.19 -2.09 -0.74  -0.0136
C 3.59 2.30 3.54  -0.7406
C 4.94 1.60 3.35  0.4331
C 5.14 0.75 2.06  1.3574
O 6.29 1.37 1.48  -0.4254
C 6.72 2.43 2.18  0.5582
O 7.69 3.07 1.92  -0.6032
O 5.87 2.68 3.19  -0.4251
H 3.39 2.98 2.72  0.1080
H 3.67 2.83 4.49  0.4880
H 2.88 1.48 3.55  -0.0410
H 5.23 1.01 4.22  0.1435
H 4.29 0.83 1.38  -0.7089
H 5.31 -0.29 2.31  -0.1769
C -3.96 3.13 -2.77  -0.8216
C -5.03 3.36 -3.82  0.5246
C -6.36 2.72 -3.48  -0.1169
O -7.27 3.75 -3.91  -0.4140
C -6.65 4.94 -4.03  0.5308
O -7.18 5.98 -4.23  -0.5399
O -5.31 4.76 -3.85  -0.4373
H -4.37 3.20 -1.76  0.5113
H -3.07 3.75 -2.82  -0.1004
H -3.61 2.09 -2.72  0.2060
H -4.78 3.03 -4.83  0.3393
H -6.49 2.56 -2.41  0.1943
H -6.66 1.82 -4.01  0.1702
C 1.90 -3.27 1.81  -0.3801
C 3.03 -4.24 2.07  0.4118
C 4.38 -3.68 2.61  0.5248
O 4.69 -4.57 3.64  -0.4241
C 3.65 -5.37 3.97  0.4830
O 3.64 -6.17 4.84  -0.5752
O 2.61 -5.06 3.18  -0.4599
H 2.18 -2.55 1.04  -0.0197
H 1.69 -2.69 2.71  0.1315
H 1.03 -3.85 1.50  -0.0381
H 3.23 -4.96 1.27  0.3035
H 4.30 -2.62 2.84  -0.3748
H 5.08 -3.74 1.78  0.2832
C -0.89 1.47 3.84  -0.8923
C -0.83 2.91 4.29  0.8741
C -1.21 3.07 5.77  -0.2980
O -0.24 3.99 6.26  -0.4137
C 0.70 4.23 5.34  0.4791
O 1.61 4.99 5.45  -0.5432
O 0.50 3.42 4.27  -0.1113
H -0.44 0.84 4.61  0.3944
H -0.45 1.19 2.89  -0.2778
H -1.96 1.23 3.81  0.3153
H -1.51 3.47 3.64  0.1175
H -1.21 2.15 6.35  0.2811
H -2.18 3.54 5.96  0.1125
C 4.68 -3.39 6.90  -1.3102
C 3.37 -2.62 6.77  0.4136
C 3.46 -1.19 7.33  -0.5419
O 2.92 -0.42 6.24  -0.3465
C 2.75 -1.17 5.15  0.0903
O 2.39 -0.75 4.10  0.0392
O 2.94 -2.49 5.44  -0.1541
H 4.50 -4.34 6.38  0.2109
H 4.94 -3.64 7.92  0.4230
H 5.53 -3.06 6.31  0.3380
H 2.60 -3.07 7.40  0.2137
H 4.50 -0.91 7.50  0.2753
H 2.87 -1.04 8.23  0.2993
C 6.06 -2.51 -3.72  -1.1997
C 6.68 -2.51 -2.32  0.3801
C 7.17 -1.13 -1.88  -0.6261
O 6.19 -0.72 -0.94  -0.1899
C 5.35 -1.73 -0.67  0.1103
O 4.43 -1.68 0.10  0.3680
O 5.61 -2.82 -1.40  -0.2940
H 5.49 -3.39 -4.01  0.3444
H 6.86 -2.24 -4.41  0.4098
H 5.35 -1.68 -3.76  0.0946
H 7.43 -3.29 -2.23  0.3755
H 7.18 -0.48 -2.76  0.3062
H 8.13 -1.26 -1.39  0.2891